C9H10N4O3PtS5 as an isolated structure. Source: the OMol25 dataset; level of theory: ωB97M-V with the def2-TZVPD basis set.

Each line ends with the natural charge from an NBO analysis.
Element x y z (Å)
1 Pt 0.1847 -0.1640 0.2140  0.99
2 N -2.5197 0.1162 3.7503  -0.77
3 C -1.6975 0.3226 2.7071  0.28
4 S -0.5449 -0.9417 2.3665  0.03
5 N -1.7585 1.4693 2.1051  -0.41
6 N -1.0173 1.5481 0.9937  -0.24
7 C -0.7449 2.6728 0.4660  0.07
8 C -0.0688 2.6839 -0.8210  0.16
9 C 0.3123 3.8623 -1.4367  -0.21
10 C 0.9440 3.8016 -2.6687  -0.13
11 C 1.1580 2.5713 -3.2593  -0.23
12 C 0.7600 1.4344 -2.5766  0.11
13 N 0.1552 1.4900 -1.3956  -0.49
14 H -2.5339 -0.7781 4.2052  0.41
15 H -3.2337 0.7936 3.9521  0.42
16 H -1.0343 3.6052 0.9419  0.21
17 H 0.1286 4.8089 -0.9471  0.23
18 H 1.2705 4.7098 -3.1574  0.23
19 H 1.6379 2.4818 -4.2226  0.23
20 H 0.9201 0.4448 -2.9825  0.23
21 S -2.1454 -3.8536 -1.3006  -0.03
22 C -1.2583 -2.5865 -0.7748  -0.61
23 S -1.7726 -0.9714 -0.9495  0.19
24 S 0.2468 -2.7224 -0.0329  0.15
25 C 4.4734 0.3038 0.5932  -0.88
26 S 2.8847 0.7650 -0.0390  2.37
27 O 3.0914 1.8987 -0.9082  -0.99
28 O 2.3708 -0.4350 -0.7293  -1.04
29 O 1.9944 1.0467 1.1288  -1.01
30 H 5.0285 -0.1508 -0.2225  0.25
31 H 4.3295 -0.3953 1.4129  0.24
32 H 4.9676 1.2109 0.9327  0.24

Cartesian forces, eV/Å:
-4.9296 -1.2033 2.1438
0.1886 -0.2599 0.0814
0.1206 0.3517 -0.0444
0.6135 -0.1734 -1.5224
-0.5633 0.3203 0.2007
1.4898 -0.1118 -0.5363
-0.3147 0.2684 0.0992
0.2363 0.0365 -0.2173
-0.0341 0.0261 0.0071
0.0126 -0.0001 -0.0489
-0.0944 0.0550 -0.0082
-0.2014 -0.0781 -0.0918
0.6348 -0.4161 -0.1604
-0.0893 0.0224 0.0107
0.0538 0.0361 0.0133
-0.1994 -0.0327 -0.0619
-0.0070 -0.0117 0.0163
-0.0149 0.0005 -0.0014
0.0219 -0.0168 0.0121
0.0780 -0.0128 0.0603
-0.0347 0.0810 -0.0161
-0.6137 -0.9169 -0.3358
1.2009 0.7643 1.0082
1.0445 1.4361 -0.1068
-0.2023 0.1893 0.2109
0.7627 -0.3952 -0.5182
0.0221 0.2163 0.2157
0.9182 0.3683 -0.1337
-0.1681 -0.4716 -0.3051
-0.0185 0.0075 -0.0082
0.0517 -0.0391 -0.0268
0.0354 -0.0401 0.0639

## Properties
E_HOMO: -8.17 eV
energy above the lowest of the compared OMol25 structures with the same formula, charge and spin: 0.924 eV
gap between HOMO and LUMO: 6.32 eV
strongest force on any atom: 5.509 eV Å⁻¹


C36H32N5NiP2S2 as an isolated structure. Source: the OMol25 dataset; level of theory: ωB97M-V with the def2-TZVPD basis set.

Each line ends with the Mulliken charge.
Element x y z (Å)
1 Ni 0.0002 0.4227 0.0844  -2.66
2 C 2.3178 2.6017 0.2091  -1.46
3 P 2.1214 0.8287 -0.2361  2.29
4 C 2.7835 0.6594 -1.9152  0.26
5 C 4.1453 0.5068 -2.1721  -0.48
6 C 4.5982 0.4242 -3.4810  -0.74
7 C 3.7000 0.4981 -4.5387  -0.62
8 C 2.3439 0.6643 -4.2920  -0.76
9 C 1.8869 0.7435 -2.9825  -0.81
10 C 3.1318 -0.2072 0.8515  0.34
11 C 3.5361 -1.4731 0.4234  -0.63
12 C 4.0968 -2.3688 1.3234  -0.87
13 C 4.2525 -2.0107 2.6562  -0.63
14 C 3.8519 -0.7536 3.0881  -0.80
15 C 3.2880 0.1431 2.1922  -0.35
16 C 0.9186 3.1360 0.3497  -0.13
17 C 0.4184 4.3880 0.6432  -0.88
18 C -0.9962 4.2630 0.7095  -1.02
19 C -1.2966 2.9406 0.4527  0.11
20 C -2.5905 2.1758 0.4593  -1.16
21 P -2.2087 0.5232 -0.2598  1.19
22 C -2.9578 -0.8122 0.7203  0.93
23 C -3.3264 -0.6352 2.0695  -0.82
24 C -3.4965 -1.7647 2.9066  -0.60
25 C -3.1139 -2.9970 2.4948  -0.98
26 C -2.5094 -3.2134 1.1497  0.01
27 C -2.7715 -2.0786 0.2225  -1.82
28 C -3.0048 0.5367 -1.8887  0.23
29 C -2.4684 1.4164 -2.8321  -0.59
30 C -3.0438 1.5275 -4.0877  -0.91
31 C -4.1498 0.7518 -4.4144  -0.53
32 C -4.6814 -0.1266 -3.4822  -0.75
33 C -4.1141 -0.2362 -2.2177  -0.20
34 N -0.1278 2.2566 0.2331  3.04
35 H 2.8865 3.1065 -0.5704  0.62
36 H 2.8852 2.6864 1.1372  0.55
37 H 4.8497 0.4512 -1.3499  0.46
38 H 5.6569 0.3072 -3.6779  0.43
39 H 4.0598 0.4305 -5.5580  0.41
40 H 1.6459 0.7390 -5.1169  0.47
41 H 0.8317 0.8993 -2.7764  0.49
42 H 3.4183 -1.7579 -0.6164  0.46
43 H 4.4197 -3.3446 0.9815  0.45
44 H 4.6917 -2.7101 3.3575  0.42
45 H 3.9804 -0.4707 4.1259  0.48
46 H 2.9653 1.1176 2.5423  0.10
47 H 0.9939 5.2914 0.7863  0.51
48 H -1.7050 5.0518 0.9171  0.54
49 H -3.3745 2.6690 -0.1115  0.51
50 H -2.9592 2.0391 1.4776  0.43
51 H -3.4938 0.3522 2.4770  0.43
52 H -3.9043 -1.6298 3.9021  0.46
53 H -3.2023 -3.8545 3.1555  0.45
54 H -2.8466 -4.1613 0.7293  0.62
55 H -2.5605 -2.2280 -0.8312  0.68
56 H -1.6034 2.0223 -2.5742  0.39
57 H -2.6316 2.2188 -4.8120  0.45
58 H -4.6000 0.8368 -5.3959  0.40
59 H -5.5474 -0.7267 -3.7329  0.42
60 H -4.5474 -0.9104 -1.4900  0.40
61 N 0.0898 2.1336 3.4967  -0.30
62 C -0.0316 0.7880 3.4290  -0.10
63 N -0.0109 0.1170 2.3231  1.54
64 C -0.1442 -1.2531 2.5414  -0.75
65 C -0.2459 -1.6142 3.8601  -0.10
66 S -0.1954 -0.2110 4.8600  -0.27
67 C -0.1988 -2.0696 1.3965  -1.39
68 C -0.8741 -3.3866 1.2899  -0.84
69 S -0.2001 -4.0545 -0.2649  -0.27
70 C 0.1479 -2.4223 -0.7874  -0.07
71 N 0.0924 -1.5201 0.1526  2.72
72 N 0.4238 -2.1476 -2.0689  -0.31
73 H 0.0260 2.6697 2.6366  0.12
74 H -0.0590 2.6148 4.3642  0.19
75 H -0.3390 -2.6018 4.2844  0.45
76 H -0.6485 -4.0689 2.1061  0.91
77 H 0.5471 -2.8971 -2.7260  0.28
78 H 0.7780 -1.2322 -2.3083  -0.06

Cartesian forces, eV/Å:
-0.0680 0.0253 -0.2463
-0.1962 0.0005 0.0473
0.2432 -0.0569 0.0658
-0.0234 -0.0630 -0.0336
-0.0081 0.0126 -0.0243
0.0255 0.0012 0.0240
-0.0196 -0.0029 -0.0123
0.0059 -0.0036 0.0179
0.0957 0.0670 0.0121
0.0273 0.0033 -0.0020
0.0061 0.0267 0.0655
0.0097 0.0340 -0.0373
0.0046 -0.0164 0.0050
0.0101 -0.0016 0.0030
0.0316 0.0205 -0.0363
0.0379 0.0279 0.0375
-0.0105 -0.0003 0.0427
0.0246 -0.0132 0.0085
0.0060 0.0493 0.0190
0.1269 -0.0105 0.0070
-0.4439 -0.0448 0.3492
0.0581 0.0938 0.2817
0.2525 -0.3067 0.0380
0.0286 0.8287 -0.1492
0.5369 -0.5801 -0.5408
-2.3265 1.2707 -0.0876
0.1006 -0.9030 -0.0983
0.2437 -0.0246 -0.0694
0.0442 -0.0455 -0.0267
0.0071 0.0106 -0.0046
-0.0047 -0.0012 -0.0104
0.0143 -0.0103 0.0508
-0.0465 0.0546 -0.0070
-0.0950 0.0973 -0.1727
0.0546 0.0201 -0.0484
0.0310 0.0160 -0.0044
-0.0119 -0.0088 -0.0323
-0.0443 -0.0049 0.0141
-0.0124 0.0127 0.0404
0.0112 -0.0057 0.0336
-0.0371 0.0045 -0.0239
-0.0074 -0.0160 0.0174
-0.0213 0.0292 0.0111
-0.0168 0.0357 -0.0363
-0.0154 0.0007 -0.0387
-0.0127 -0.0693 0.0333
-0.0356 -0.0724 -0.0116
0.0465 -0.0591 -0.0200
-0.0604 0.0187 -0.0431
-0.0174 -0.0014 0.0101
-0.0477 -0.0274 -0.0181
0.0147 0.0090 -0.0463
-0.0544 0.0589 -0.0684
0.3911 -0.1038 0.0488
-0.1318 -0.0246 -0.0121
-0.0380 -0.0076 -0.0092
-0.0111 -0.0116 0.0204
0.0212 -0.0033 0.0365
0.0293 0.0232 0.0060
0.0232 0.0066 0.0027
0.0563 -0.1892 -0.0891
-0.0326 0.1534 0.0561
0.1269 -0.3402 -0.0961
0.0553 0.5387 0.6153
0.0066 -0.0690 -0.2023
-0.1298 -0.0512 -0.0874
-0.4684 -1.2488 -0.8788
2.6410 0.7236 0.1032
-0.1168 0.3914 0.1866
-0.3551 -0.7597 -0.6623
-0.3378 0.4485 1.4070
0.0505 -0.0057 0.3169
-0.0032 -0.0283 0.0804
-0.0387 0.0128 0.0095
0.0753 0.0767 -0.0292
-0.2311 -0.0182 -0.0156
-0.0296 0.0084 -0.0607
-0.0147 -0.0023 -0.0313

## Properties
E_HOMO: -8.91 eV
net charge: +1
gap between HOMO and LUMO: 4.95 eV
strongest force on any atom: 2.740 eV Å⁻¹


C21H47InOP3S as an isolated structure. Source: the OMol25 dataset; level of theory: ωB97M-V with the def2-TZVPD basis set.

Each line ends with the Mulliken charge.
Element x y z (Å)
1 In 0.5322 -0.7251 -0.6942  1.10
2 P -0.2623 1.5238 0.7888  0.54
3 P -2.0237 -1.1370 -1.2330  0.96
4 P 2.7294 0.9479 -0.8897  0.98
5 H 0.4972 -2.1702 -3.0050  0.19
6 C 1.2757 -1.7709 -2.3514  -0.34
7 C 1.5683 -2.4518 -1.1142  -0.94
8 H 1.0510 -3.3967 -0.9511  0.60
9 C -0.9315 2.9564 -0.1438  -1.25
10 C -1.6646 1.0864 1.8794  -0.99
11 C 0.8357 2.3612 1.9961  -1.34
12 C -2.2143 -2.6107 -2.2945  -0.99
13 C -3.0878 -1.5197 0.2005  -1.27
14 C -2.8422 0.2081 -2.1581  -0.80
15 C 3.9839 0.3411 -2.0738  -1.49
16 C 3.7148 1.0627 0.6533  -1.23
17 C 2.4827 2.6843 -1.4162  -1.31
18 H 2.0473 -1.2386 -2.9158  0.10
19 H 2.5860 -2.4497 -0.7246  0.49
20 H -1.1326 3.7781 0.5596  0.43
21 H -1.8633 2.6814 -0.6536  0.39
22 H -0.2022 3.2948 -0.8916  0.30
23 H -1.7034 1.7995 2.7155  0.55
24 H -1.5217 0.0740 2.2828  0.11
25 H -2.6147 1.1239 1.3311  0.32
26 H 0.2065 2.9421 2.6875  0.59
27 H 1.5423 3.0411 1.5016  0.36
28 H 1.3980 1.6147 2.5740  0.32
29 H -3.1228 -3.1511 -1.9930  0.59
30 H -1.3508 -3.2774 -2.1694  0.33
31 H -2.2881 -2.3316 -3.3546  -0.17
32 H -3.6506 -0.6327 0.5173  0.41
33 H -2.4652 -1.8707 1.0357  0.17
34 H -3.7887 -2.3170 -0.0824  0.53
35 H -3.9086 -0.0305 -2.2819  0.51
36 H -2.3817 0.3130 -3.1502  0.06
37 H -2.7432 1.1610 -1.6225  0.14
38 H 4.9724 0.7028 -1.7583  0.54
39 H 3.7651 0.7036 -3.0874  0.38
40 H 3.9982 -0.7547 -2.0881  0.42
41 H 4.7800 1.0786 0.3881  0.51
42 H 3.5155 0.1782 1.2734  0.26
43 H 3.4615 1.9624 1.2257  0.37
44 H 3.3608 3.0045 -1.9936  0.50
45 H 2.3507 3.3517 -0.5555  0.38
46 H 1.5960 2.7479 -2.0597  0.32
47 C 0.2075 -0.6406 -6.1945  0.30
48 C -0.2860 0.4627 -6.9142  -0.60
49 C -1.5621 0.9655 -6.5666  -0.52
50 C -2.4712 0.0956 -5.9193  -0.56
51 C -2.0722 -1.2268 -5.6319  -0.72
52 C -0.7167 -1.5666 -5.7022  -0.51
53 S 1.9093 -0.8304 -5.8343  -0.20
54 H 2.1997 0.4021 -5.6495  0.13
55 H 0.3406 0.8583 -7.7305  0.45
56 H -1.8347 2.0007 -6.8006  0.47
57 H -3.4471 0.4738 -5.5959  0.53
58 H -2.8075 -1.9624 -5.3091  0.73
59 H -0.3354 -2.5572 -5.4536  0.72
60 C 1.0449 -4.5546 1.6500  -1.38
61 C -0.1006 -3.5663 1.6753  -0.62
62 O 0.3238 -2.1817 1.6194  0.05
63 C 1.1905 -1.8047 2.7129  0.10
64 C 0.5135 -1.9339 4.0616  -1.28
65 H 1.7326 -4.3700 0.8195  0.27
66 H 0.6295 -5.5593 1.5320  0.44
67 H 1.6042 -4.5409 2.5917  0.36
68 H -0.7630 -3.6983 0.8079  0.33
69 H -0.6972 -3.6928 2.5911  0.58
70 H 1.4838 -0.7619 2.5138  -0.23
71 H 2.0969 -2.4295 2.6712  0.46
72 H 1.1698 -1.5083 4.8257  0.46
73 H -0.4418 -1.3959 4.0935  0.27
74 H 0.3389 -2.9835 4.3223  0.35

Cartesian forces, eV/Å:
-3.2592 5.3981 4.2331
-0.7778 0.4361 0.9988
-0.8161 -0.0565 -0.7392
0.8728 0.3325 -0.4021
-0.4794 0.4391 0.4219
2.6826 -4.6867 -0.3692
1.7588 -2.5933 -4.7372
-0.5291 0.4750 0.4121
0.1921 -0.1989 -0.4298
-0.0535 -0.3322 0.0868
0.4673 -0.2674 -0.0287
0.2753 -0.2017 -0.0590
0.3078 0.0519 0.4448
0.1960 0.1415 0.0934
-0.1229 -0.1883 -0.1758
-0.2694 -0.3249 0.2501
-0.3405 -0.0152 -0.1099
-0.2949 0.7614 0.4766
-0.1524 0.6565 0.2989
0.0513 -0.2891 -0.1381
0.2807 0.1790 0.1596
-0.3046 0.0297 0.2145
-0.0979 -0.2004 -0.2909
-0.0932 0.2948 -0.0279
0.2630 0.0200 0.1692
0.1783 -0.1512 -0.3014
-0.2368 -0.1954 0.1776
-0.1249 0.2969 -0.0615
0.2937 0.1416 -0.1577
-0.2957 -0.0602 -0.0515
0.1014 0.0039 0.3835
0.1603 -0.2753 -0.0919
-0.3058 0.0718 -0.1400
0.1746 0.2971 0.0540
0.2743 0.0190 0.0684
-0.0813 -0.0751 0.1941
-0.1528 -0.3087 -0.1454
-0.2709 -0.0835 -0.2216
0.0559 -0.1246 0.2314
0.2175 0.1671 -0.0238
-0.3014 0.0524 0.1397
0.2215 0.2379 0.0002
0.1038 -0.2797 -0.1667
-0.2026 -0.0390 0.2247
0.0519 -0.1727 -0.2573
0.2986 0.1082 0.0451
-1.3025 0.2802 -0.4392
0.1233 0.3717 0.3870
-0.0189 -1.0471 -0.1294
0.7707 0.3421 0.2587
0.0972 0.4778 -0.0491
-0.1433 0.1985 0.1264
0.3647 -2.3759 -0.5174
0.2513 1.8549 0.0898
-0.1863 0.5543 0.9619
-0.0360 -0.6095 -0.2991
0.2433 -0.2998 -0.4607
0.1116 0.1497 -0.1428
-0.2669 0.0846 0.2765
-0.0527 -0.0969 0.1649
-0.2486 -0.1130 0.0048
0.0298 0.6547 -0.8691
0.3569 0.0460 0.1581
-0.0222 -0.0217 0.0490
-0.0071 -0.0921 0.1791
0.1016 0.0785 0.0311
-0.0370 -0.0844 -0.2508
0.0958 0.0356 0.2031
0.0420 -0.0143 -0.4020
-0.1249 -0.2428 0.0092
-0.1966 0.3003 0.0299
-0.0815 -0.0813 -0.0465
0.1764 -0.0992 -0.0250
0.0440 0.2573 0.0498

## Properties
E_HOMO (spin up / spin down): -15.57 / -15.57 eV
net charge: +3
energy above the lowest of the compared OMol25 structures with the same formula, charge and spin: 1.478 eV
gap between HOMO and LUMO (spin up / spin down): 3.58 / 3.58 eV
strongest force on any atom: 7.595 eV Å⁻¹


It is found that the E values, taken in the order of the records, are -2903.92298; -4652.03931; -2514.86547 hartree.